1.
Entry from the Open Molecules 2025 dataset: C3H6O in the gas phase in a non-equilibrium geometry (ωB97M-V/def2-TZVPD).

Computed properties:
SMILES	OC1CC1
calculated total energy	-5254.201	eV
energy above the lowest of the compared OMol25 structures with the same formula, charge and spin	144.1	kJ/mol

Element x y z (Å)
O1 1.64500 -0.39149 -0.02874
C1 0.35850 -0.21056 -0.55989
C2 -0.26429 1.02550 -0.01182
C3 -0.79500 -0.38794 0.37122
H1 1.65609 -1.18888 0.50909
H2 0.24021 -0.53380 -1.59440
H3 -0.95337 1.71039 -0.48353
H4 0.49267 1.60316 0.54221
H5 -1.70602 -0.79335 -0.10512
H6 -0.67379 -0.83304 1.36098

=====

2.
Entry from the Open Molecules 2025 dataset: a 2-piece molecular cluster, H4O2 overall (ωB97M-V/def2-TZVPD).

Computed properties:
SMILES	O.O
calculated total energy	-4159.831	eV
energy above the lowest of the compared OMol25 structures with the same formula, charge and spin	10.4	kJ/mol

Element x y z (Å)
O1 1.11115 -0.61893 -0.52515
H1 1.42005 0.20710 -0.12963
H2 1.74060 -1.29782 -0.20766
O2 -1.23884 0.70142 0.51713
H3 -0.57229 0.04651 0.71382
H4 -1.56684 0.38431 -0.31238

=====

3.
Entry from the Open Molecules 2025 dataset: C5H14O2SSi in the gas phase in a non-equilibrium geometry (ωB97M-V/def2-TZVPD).

Computed properties:
SMILES	CCS(=O)(=O)[Si](C)(C)C
calculated total energy	-28218.793	eV
energy above the lowest of the compared OMol25 structures with the same formula, charge and spin	155.7	kJ/mol

Element x y z (Å)
C1 3.32455 -0.37695 -0.39733
C2 2.05337 -0.98579 0.11467
S1 0.84524 0.47806 0.33245
O1 0.98361 1.28731 -0.88824
O2 1.15446 1.09444 1.60002
Si1 -1.36693 0.17599 -0.01889
C3 -1.83893 2.03095 -0.17097
C4 -1.48891 -1.00106 -1.54225
C5 -1.78902 -0.57408 1.74585
H1 3.09517 0.16476 -1.23495
H2 3.71221 0.39819 0.19821
H3 4.19476 -1.00998 -0.47759
H4 2.03528 -1.47056 1.04661
H5 1.48989 -1.50988 -0.70368
H6 -1.58339 2.68185 0.73856
H7 -1.22909 2.24704 -1.04322
H8 -2.96131 1.97957 -0.38488
H9 -2.18585 -0.32119 -2.17403
H10 -0.56702 -1.17508 -1.97403
H11 -2.10873 -1.90919 -1.32521
H12 -1.64063 -1.60280 2.00282
H13 -1.31616 -0.07780 2.60653
H14 -2.81256 -0.52381 1.94952

=====

4.
Entry from the Open Molecules 2025 dataset: C21H33ClFeN4PS8 as an isolated structure (ωB97M-V/def2-TZVPD).

Computed properties:
total charge	-2
calculated total energy	-171157.736	eV
energy above the lowest of the compared OMol25 structures with the same formula, charge and spin	37.5	kJ/mol
2S+1	6

Element x y z (Å)
Fe1 -2.53267 0.62888 0.84288
S1 -2.28839 0.45889 3.24125
C1 -3.28776 1.78003 3.79566
C2 -3.12644 2.17318 5.18977
N1 -2.97351 2.47891 6.29135
C3 -4.18825 2.43572 3.02447
S2 -4.51690 2.10894 1.35447
C4 -4.98554 3.49673 3.63593
N2 -5.61780 4.33071 4.12008
S3 -3.13059 -6.86459 0.97241
C5 -3.04285 -5.20916 0.88961
S4 -1.57215 -4.34357 0.73939
C6 -2.19222 -2.70786 0.69844
C7 -3.59830 -2.61607 0.78838
S5 -4.48965 -1.21682 0.74639
S6 -4.39992 -4.17207 0.94387
S7 -1.10879 -1.44624 0.54154
Cl1 -1.04646 2.29721 0.35190
C8 0.12725 0.84262 -4.30878
N3 -1.06500 1.10859 -3.51555
C9 -1.33123 2.51643 -3.22027
C10 -1.92976 0.16521 -3.11973
S8 -3.23936 0.44665 -2.13260
N4 -1.67566 -1.11321 -3.68675
C11 -2.09862 -2.24554 -2.86361
C12 -2.21843 -1.20717 -5.03842
H1 0.97954 1.34062 -3.84561
H2 0.01495 1.23034 -5.32591
H3 0.31420 -0.22471 -4.34908
H4 -2.10143 2.90487 -3.89429
H5 -0.40523 3.07143 -3.36559
H6 -1.66304 2.63864 -2.19621
H7 -1.72220 -2.12894 -1.85023
H8 -1.67362 -3.15150 -3.30272
H9 -3.19009 -2.33870 -2.81348
H10 -1.91557 -0.34575 -5.63704
H11 -3.31747 -1.24511 -5.01908
H12 -1.84054 -2.11200 -5.51860
C13 2.29986 -1.12276 -1.20328
C14 2.89279 -0.92266 0.20381
C15 4.39420 -0.63463 0.07478
P1 1.77729 0.23433 1.17401
C16 2.43957 1.95903 0.98907
C17 3.75776 2.37859 1.64199
C18 2.38689 2.36274 -0.49101
C19 2.14998 -0.20440 2.94739
C20 1.19953 -1.32767 3.38444
C21 3.58043 -0.58761 3.33515
H13 2.78745 -1.96267 -1.71437
H14 2.44723 -0.22763 -1.81708
H15 1.22658 -1.32351 -1.16087
H16 2.76280 -1.86851 0.74369
H17 4.57063 0.30399 -0.45509
H18 4.88006 -1.42717 -0.50952
H19 4.90166 -0.57714 1.03571
H20 1.63012 2.51241 1.47863
H21 4.60887 1.80198 1.27680
H22 3.71979 2.28090 2.72827
H23 3.95824 3.43441 1.41888
H24 3.16409 1.86428 -1.07701
H25 2.53632 3.44308 -0.59352
H26 1.41021 2.11845 -0.92174
H27 1.85302 0.69474 3.49738
H28 1.42640 -2.25930 2.85180
H29 0.15666 -1.07601 3.18769
H30 1.30410 -1.51931 4.45847
H31 3.85046 -1.55119 2.89104
H32 3.64768 -0.70673 4.42293
H33 4.32878 0.14436 3.03733

=====

5.
Entry from the Open Molecules 2025 dataset: C18H26AsN2RhSi as an isolated structure (ωB97M-V/def2-TZVPD).

Computed properties:
total charge	+2
calculated total energy	-93777.083	eV
energy above the lowest of the compared OMol25 structures with the same formula, charge and spin	0.0	kJ/mol

Element x y z (Å)
Rh1 -0.86719 0.24995 -1.29423
C1 -4.91411 0.50991 0.29499
C2 -4.88797 1.74887 0.91221
C3 -3.74062 2.52948 0.83741
C4 -2.64981 2.04332 0.14385
N1 -2.68525 0.83768 -0.45038
C5 -3.78276 0.08402 -0.37718
C6 -1.36581 2.74686 -0.01435
C7 -1.11053 4.00816 0.48786
C8 0.13924 4.58314 0.31042
C9 1.11542 3.87475 -0.36924
C10 0.80816 2.62044 -0.85353
N2 -0.40349 2.07500 -0.69953
H1 -5.78892 -0.12264 0.33186
H2 -5.75218 2.10975 1.45315
H3 -3.71081 3.49396 1.32115
H4 -3.74722 -0.87865 -0.87210
H5 -1.88239 4.54158 1.02129
H6 0.34614 5.56801 0.70642
H7 2.10626 4.27593 -0.52449
H8 1.54157 2.02543 -1.37729
C11 3.07173 -2.16051 2.16389
Si1 1.23274 -2.29924 2.42388
C12 0.62278 -4.04137 2.20422
C13 0.67573 -1.53177 4.02140
C14 0.44833 -1.30411 1.02669
C15 -0.03362 -0.69545 0.08770
H9 3.59970 -2.69483 2.95668
H10 3.41039 -1.12378 2.18435
H11 3.37739 -2.60739 1.21550
H12 1.03741 -4.68115 2.98602
H13 0.93180 -4.45614 1.24312
H14 -0.46422 -4.10009 2.27014
H15 1.10665 -2.08183 4.86100
H16 -0.40954 -1.56789 4.12555
H17 0.99731 -0.49304 4.10778
C16 0.61673 -0.66626 -4.38347
As1 1.07469 -0.65568 -2.50377
C17 1.47199 -2.49114 -2.08178
C18 2.79876 0.20737 -2.42167
H18 1.46956 -1.06696 -4.93120
H19 0.40001 0.33917 -4.73854
H20 -0.24581 -1.30953 -4.54982
H21 2.19788 -2.86160 -2.80415
H22 0.56424 -3.08961 -2.12828
H23 1.87661 -2.53416 -1.07410
H24 3.48893 -0.40489 -3.00206
H25 3.14406 0.24361 -1.38889
H26 2.77001 1.20331 -2.85847

=====

6.
Entry from the Open Molecules 2025 dataset: C3H4OS in the gas phase in a non-equilibrium geometry (ωB97M-V/def2-TZVPD).

Computed properties:
SMILES	COC=C=S
calculated total energy	-16055.631	eV
energy above the lowest of the compared OMol25 structures with the same formula, charge and spin	239.1	kJ/mol

Element x y z (Å)
C1 0.01345 -0.11735 -1.50983
O1 -0.58640 0.55326 -0.40538
C2 -0.37792 0.32674 0.92932
C3 0.48154 -0.16875 1.78786
S1 1.17079 -0.60559 3.14842
H1 0.83586 -0.76604 -1.19445
H2 0.39818 0.64623 -2.18690
H3 -0.74570 -0.71670 -2.01658
H4 -1.18979 0.84819 1.44754